one.
# C3H11N2

2 unconnected molecules or ions with the total composition C3H11N2 (ωB97M-V with the def2-TZVPD basis set, OMol25).

Calculated values
E_HOMO: -14.04 eV
Net charge: +1
E_LUMO: -3.957 eV
Frontier orbital gap: 10.08 eV

Each atom is followed by the atoms it is bonded to, with distances in Å.
CARTESIAN COORDINATES (ANGSTROEM)
1 C -0.712 -1.522 -0.442  N2 1.307, H3 1.078, H4 1.068
2 N -0.068 -2.278 0.407  C1 1.307, H5 1.015, H6 1.004
3 H -1.642 -1.096 -0.099  C1 1.078
4 H -0.302 -1.558 -1.428  C1 1.068
5 H 0.793 -2.706 0.083  N2 1.015
6 H -0.409 -2.562 1.308  N2 1.004
7 C -0.506 1.845 -0.683  N8 1.489, H10 1.086, H11 1.092, H12 1.085
8 N 0.213 0.563 -0.443  C7 1.489, C9 1.465, H13 1.020
9 C 0.837 0.587 0.882  N8 1.465, H14 1.087, H15 1.088, H16 1.084
10 H -1.561 1.731 -0.912  C7 1.086
11 H -0.549 2.433 0.237  C7 1.092
12 H 0.066 2.384 -1.430  C7 1.085
13 H 0.884 0.429 -1.199  N8 1.020
14 H 0.045 0.500 1.621  C9 1.087
15 H 1.404 1.501 1.048  C9 1.088
16 H 1.506 -0.250 1.049  C9 1.084

Atomic partial charges in e from the Mulliken method, atoms 1 to 4: atom 1 (C): -0.23, atom 2 (N): -0.19, atom 3 (H): 0.34, atom 4 (H): 0.30

---

two.
# C3H11N2

A gas-phase ion, C3H11N2 (charge +1) (ωB97M-V with the def2-TZVPD basis set, OMol25).

Calculated values
E_HOMO: -13.68 eV
Net charge: +1
E_LUMO: -3.630 eV
Frontier orbital gap: 10.05 eV
Structure (SMILES): C[C@H]([NH3+])CN

Each atom is followed by the atoms it is bonded to, with distances in Å.
CARTESIAN COORDINATES (ANGSTROEM)
1 C -1.058 -0.968 -0.784  C2 1.496, H6 1.136, H7 1.128, H8 1.087
2 C -0.340 -0.181 0.267  C1 1.496, N3 1.639, C4 1.519, H9 1.116
3 N -1.265 1.087 0.740  C2 1.639, H10 1.021, H11 1.037, H12 0.979
4 C 1.043 0.317 -0.118  C2 1.519, N5 1.431, H13 1.156, H14 1.122
5 N 2.063 -0.676 -0.261  C4 1.431, H15 1.051, H16 0.985
6 H -1.570 -0.307 -1.553  C1 1.136
7 H -0.370 -1.737 -1.239  C1 1.128
8 H -1.913 -1.495 -0.368  C1 1.087
9 H -0.173 -0.731 1.224  C2 1.116
10 H -2.228 0.773 0.609  N3 1.021
11 H -1.045 1.150 1.751  N3 1.037
12 H -0.874 1.886 0.332  N3 0.979
13 H 1.379 1.043 0.717  C4 1.156
14 H 0.934 1.031 -0.976  C4 1.122
15 H 2.693 -0.872 0.557  N5 1.051
16 H 2.726 -0.321 -0.897  N5 0.985

Atomic partial charges in e from the Mulliken method, atoms 1 to 4: atom 1 (C): -1.35, atom 2 (C): 0.33, atom 3 (N): -0.35, atom 4 (C): -0.71

---

Question: of the structures shown, which is the most stable? Reply: two.